[1]
A molecular structure, C26H74MgN7O11 in a non-equilibrium geometry, computed with wB97M-V/def2-TZVPD.

Last column: Mulliken charge in e.
Positions of all 119 atoms, in Å:
Mg -2.980 -0.813 0.629  4.728
N -0.057 -0.017 -0.202  0.427
O -1.213 -0.253 -0.069  -1.644
O 0.542 -0.423 -1.150  -0.239
O 0.494 0.544 0.686  -0.744
C -0.843 -0.308 -4.315  -0.800
C -0.611 -1.534 -5.194  1.007
C -1.937 -2.172 -5.830  -0.896
O -2.933 -2.431 -4.909  -0.154
C -4.312 -2.255 -5.379  -0.922
N 0.502 -1.350 -6.080  -0.805
H -1.418 0.498 -4.772  0.407
H 0.079 0.119 -3.919  0.286
H -1.348 -0.644 -3.409  -0.171
H -0.263 -2.266 -4.464  -0.274
H -1.645 -3.081 -6.355  0.227
H -2.401 -1.540 -6.587  0.459
H -4.546 -2.945 -6.190  0.340
H -4.427 -1.280 -5.852  0.405
H -4.904 -2.256 -4.464  0.221
H 1.133 -0.678 -5.669  0.306
H 1.002 -2.228 -6.096  0.332
C -0.570 4.969 4.456  -1.520
C 0.118 4.151 3.294  1.509
C 1.375 4.787 2.627  -0.333
O 0.973 5.787 1.642  -0.326
C 2.099 6.545 1.089  -0.877
N 0.434 2.803 3.810  -0.538
H -0.312 6.020 4.328  0.405
H -0.295 4.652 5.461  0.392
H -1.660 4.966 4.431  0.272
H -0.624 4.071 2.500  -0.508
H 1.925 4.014 2.091  -0.092
H 2.075 5.076 3.410  0.421
H 2.445 6.050 0.182  0.287
H 2.997 6.815 1.646  0.363
H 1.737 7.554 0.891  0.301
H 0.712 2.301 2.979  -0.030
H 1.199 2.651 4.453  0.310
C 6.976 1.212 2.357  -1.626
C 5.578 1.556 2.296  0.522
C 4.989 1.478 0.740  -1.004
O 3.664 2.102 0.802  0.048
C 2.913 2.186 -0.390  -0.289
N 4.711 0.784 3.050  -0.704
H 7.438 1.946 1.696  0.345
H 7.246 0.226 1.979  0.290
H 7.179 1.344 3.420  0.380
H 5.547 2.603 2.596  0.359
H 4.903 0.422 0.484  0.362
H 5.629 1.926 -0.020  0.389
H 1.889 2.558 -0.350  -0.126
H 2.842 1.196 -0.842  -0.151
H 3.550 2.754 -1.068  0.555
H 4.595 0.062 2.353  0.335
H 3.857 1.315 2.954  0.273
C -3.533 2.643 3.070  -1.862
C -2.763 1.447 2.486  1.855
C -2.938 0.227 3.382  -1.422
O -2.496 -0.882 2.640  -0.385
C -1.565 -1.715 3.327  -1.110
N -3.303 1.090 1.141  -1.379
H -3.676 3.538 2.464  0.347
H -2.961 3.001 3.926  0.397
H -4.469 2.303 3.514  0.425
H -1.722 1.531 2.174  -0.531
H -4.001 0.151 3.611  0.435
H -2.504 0.329 4.377  0.541
H -1.370 -2.755 3.064  0.309
H -1.996 -1.737 4.327  0.509
H -0.638 -1.171 3.511  0.333
H -2.890 1.783 0.533  -0.116
H -4.259 1.416 1.139  0.467
C 0.754 -4.308 -1.390  -0.995
C 1.154 -4.269 0.120  0.114
C 2.503 -3.596 0.313  -0.773
O 2.896 -3.410 1.664  -0.397
C 2.840 -4.602 2.520  -0.749
N 0.304 -3.315 0.744  -0.242
H 0.923 -3.344 -1.870  0.003
H -0.283 -4.563 -1.607  0.092
H 1.382 -4.987 -1.968  0.529
H 1.121 -5.204 0.679  0.533
H 2.688 -2.668 -0.226  0.208
H 3.200 -4.328 -0.095  0.492
H 3.568 -4.539 3.329  0.269
H 3.105 -5.416 1.845  0.360
H 1.891 -4.758 3.033  0.250
H 0.297 -2.458 0.210  -0.403
H 0.738 -3.082 1.626  0.261
C -3.175 -4.727 -0.866  -1.624
C -2.833 -3.174 -0.898  1.010
C -3.998 -2.333 -1.417  -0.851
O -3.749 -0.936 -1.118  -0.430
C -4.531 -0.063 -1.934  -1.048
N -2.364 -2.800 0.457  -0.586
H -3.854 -5.077 -0.087  0.447
H -2.260 -5.313 -0.957  0.378
H -3.761 -4.897 -1.769  0.406
H -1.918 -3.070 -1.482  -0.212
H -4.865 -2.689 -0.862  0.133
H -4.148 -2.555 -2.474  -0.137
H -4.827 -0.537 -2.870  0.282
H -3.974 0.826 -2.229  0.196
H -5.453 0.060 -1.366  0.326
H -1.442 -3.130 0.705  0.116
H -2.837 -3.507 1.001  0.650
C -1.192 3.704 -0.527  -0.124
O -2.561 3.350 -0.379  -0.545
H -0.703 3.536 -1.486  0.233
H -1.175 4.736 -0.176  0.449
H -0.678 3.049 0.177  -0.303
H -3.131 4.122 -0.399  0.274
C 3.929 -0.336 -3.184  -0.621
O 2.589 -0.796 -3.309  -0.415
H 4.520 -0.654 -4.042  0.266
H 3.984 0.744 -3.049  0.285
H 4.309 -0.845 -2.298  0.216
H 2.054 -0.613 -2.533  0.370

Values from the calculation:
**2S+1**: 2
**Gap between HOMO and LUMO (alpha / beta)**: 2.763 / 9.229 eV
**<S²>**: 0.75
**F_max**: 0.111 hartree/bohr
**HOMO level (alpha / beta)**: -2.40 / -8.81 eV
**Total energy**: -2445.6517 hartree
**Charge**: 0
**E_LUMO (alpha / beta)**: 0.359 / 0.415 eV

[2]
11 unconnected molecules or ions with the total composition C26H74O10 in a non-equilibrium geometry, computed with wB97M-V/def2-TZVPD.

Last column: Mulliken charge in e.
Positions of all 110 atoms, in Å:
C 1.978 2.029 -3.786  -2.053
C 1.538 2.637 -2.461  -0.387
C 1.545 1.509 -1.407  -0.142
C 0.539 0.425 -1.413  1.972
C 1.180 -0.827 -0.963  -0.431
C 0.073 -1.823 -0.877  -0.394
H 3.092 1.881 -3.985  0.303
H 1.705 2.811 -4.516  0.479
H 1.636 1.314 -4.151  0.905
H 0.556 2.858 -2.451  0.133
H 2.101 3.607 -2.443  0.384
H 1.517 2.113 -0.449  -0.526
H 2.685 1.295 -1.317  0.248
H 0.199 0.237 -2.479  -0.518
H -0.434 0.584 -0.864  -0.216
H 1.313 -0.710 0.143  -0.298
H 2.149 -1.114 -1.453  0.370
H -0.544 -1.507 0.045  -0.402
H 0.635 -2.805 -0.727  0.205
H -0.582 -2.077 -1.664  0.412
C 4.857 -3.405 0.238  -1.498
C 4.101 -2.441 1.121  0.426
O 4.166 -2.718 2.516  -0.639
H 5.965 -3.604 0.767  0.252
H 5.209 -3.171 -0.731  0.386
H 4.357 -4.353 0.166  0.361
H 3.069 -2.287 0.708  -0.161
H 4.725 -1.604 1.269  0.300
H 3.462 -2.116 2.750  0.518
C -2.646 -4.420 -3.412  -1.415
C -2.568 -3.216 -4.424  -0.157
O -2.670 -1.955 -3.799  -0.445
H -1.798 -4.345 -2.712  0.210
H -2.507 -5.269 -3.849  0.633
H -3.683 -4.489 -3.052  0.309
H -3.163 -3.507 -5.287  0.391
H -1.573 -3.228 -4.832  0.337
H -2.299 -1.194 -4.408  0.179
C 0.376 -4.295 1.617  -0.245
C 0.379 -5.061 3.001  -0.235
O 0.966 -6.305 2.833  -0.592
H 1.300 -4.201 1.296  0.074
H 0.029 -3.189 1.709  0.029
H -0.276 -4.662 0.769  0.347
H -0.569 -5.078 3.449  0.424
H 0.942 -4.551 3.593  -0.089
H 1.946 -6.284 3.137  0.334
C -3.066 3.401 -1.076  -0.538
C -4.249 3.578 -0.223  -0.827
O -4.033 3.318 1.036  -0.342
H -3.253 3.260 -2.182  0.363
H -2.835 2.357 -0.856  -0.045
H -2.357 4.164 -0.999  0.321
H -5.149 2.935 -0.497  0.287
H -4.651 4.512 -0.439  0.583
H -4.498 3.934 1.366  0.173
C -0.838 0.244 2.864  -1.313
C -2.335 0.877 2.999  0.147
O -2.262 2.268 2.997  -0.586
H -0.915 -0.770 2.750  0.645
H -0.318 0.815 3.524  0.814
H -0.422 0.717 1.953  -0.087
H -2.609 0.175 3.911  0.169
H -2.732 0.356 2.111  -0.236
H -3.073 2.499 2.552  0.428
C 2.251 -1.754 5.418  -1.084
C 2.814 -0.690 4.420  -0.626
O 2.239 -0.912 3.120  0.236
H 2.717 -1.762 6.438  0.358
H 2.275 -2.840 4.959  0.087
H 1.244 -1.550 5.682  0.318
H 3.911 -0.895 4.559  0.264
H 2.660 0.199 4.813  0.778
H 2.010 0.013 2.690  -0.149
C -4.463 -0.718 0.191  -1.316
C -3.249 -1.312 -0.422  0.993
O -3.515 -2.566 -1.046  -0.617
H -4.258 0.322 0.396  0.105
H -4.819 -1.218 1.108  0.325
H -5.389 -0.740 -0.470  0.357
H -2.550 -1.558 0.561  -0.310
H -2.864 -0.521 -1.120  -0.008
H -3.092 -2.514 -1.988  0.248
C 0.861 5.135 0.731  -1.521
C -0.169 4.209 1.050  0.889
O 0.153 3.522 2.204  -0.714
H 1.845 4.861 0.879  0.194
H 1.018 5.837 1.595  0.359
H 0.611 5.779 -0.029  0.460
H -0.345 3.317 0.350  -0.344
H -1.219 4.594 1.138  0.348
H -0.642 2.989 2.595  0.237
C 4.554 1.607 1.709  -1.179
C 3.534 2.683 2.109  -0.028
O 2.404 1.965 2.480  -0.230
H 5.402 2.089 1.429  0.659
H 4.289 0.790 0.989  0.007
H 4.771 1.193 2.691  0.269
H 3.378 3.410 1.331  0.155
H 3.806 3.099 3.129  0.283
H 1.654 2.456 2.259  0.164
C -1.878 1.532 -4.263  -0.826
C -2.288 1.367 -5.755  -0.551
O -2.696 0.055 -5.993  -0.505
H -2.581 1.499 -3.547  0.442
H -1.277 2.491 -4.091  0.381
H -0.922 0.954 -3.962  0.066
H -1.607 1.459 -6.500  0.426
H -3.192 1.922 -5.914  0.257
H -2.811 0.046 -6.963  0.303

Values from the calculation:
**2S+1**: 1
**Gap between HOMO and LUMO**: 9.386 eV
**F_max**: 0.279 hartree/bohr
**HOMO level**: -9.08 eV
**Total energy**: -1786.8363 hartree
**SMILES**: CCCCCC.CCO.CCO.CCO.CCO.CCO.CCO.CCO.CCO.CCO.CCO
**Charge**: 0
**E_LUMO**: 0.306 eV

[3]
11 unconnected molecules or ions with the total composition C26H74O11 in a non-equilibrium geometry, computed with wB97M-V/def2-TZVPD.

Last column: Mulliken charge in e.
Positions of all 111 atoms, in Å:
C 4.292 -2.177 4.302  -1.239
C 3.184 -2.030 3.273  -0.117
O 2.976 -0.712 2.776  -0.217
H 4.492 -3.242 4.434  0.392
H 3.963 -1.734 5.240  0.316
H 5.217 -1.731 3.933  0.287
H 2.247 -2.278 3.795  0.071
H 3.242 -2.692 2.411  0.422
H 2.708 -0.089 3.461  0.175
C -0.804 4.029 2.745  -0.848
C 0.516 3.403 3.181  -0.114
O 0.357 1.991 3.334  -0.669
H -1.047 3.948 1.687  0.092
H -0.745 5.107 2.951  0.416
H -1.620 3.643 3.355  0.231
H 0.778 3.783 4.167  0.454
H 1.310 3.654 2.473  0.026
H 0.057 1.596 2.500  0.071
C -3.271 3.298 -1.023  -0.566
C -3.841 4.205 0.063  -0.471
O -2.914 5.257 0.231  -0.534
H -3.280 3.789 -1.996  0.519
H -3.869 2.390 -1.130  0.055
H -2.242 3.009 -0.811  0.001
H -4.117 3.623 0.949  0.215
H -4.797 4.585 -0.325  0.432
H -3.210 5.876 0.907  0.302
C 2.107 3.511 -0.539  -0.524
C 0.778 3.646 -1.265  -0.279
O 0.295 2.338 -1.575  -0.211
H 2.583 4.444 -0.222  0.452
H 2.840 3.008 -1.174  0.226
H 2.000 2.910 0.367  -0.279
H 0.829 4.194 -2.204  0.464
H 0.064 4.127 -0.587  -0.003
H 0.048 1.916 -0.727  -0.300
C -1.794 -3.227 2.478  -1.125
C -0.310 -3.372 2.724  0.411
O 0.093 -4.701 2.393  -0.559
H -2.060 -3.241 1.419  0.134
H -2.127 -2.277 2.901  0.290
H -2.318 -4.055 2.955  0.475
H -0.165 -3.163 3.791  0.365
H 0.293 -2.680 2.129  -0.284
H 0.960 -4.851 2.783  0.290
C -3.122 0.702 -3.762  -0.891
C -2.474 -0.419 -2.961  0.314
O -3.379 -0.928 -1.964  -0.502
H -4.031 0.412 -4.299  0.413
H -2.420 1.008 -4.541  0.264
H -3.390 1.543 -3.129  0.014
H -1.616 0.005 -2.448  -0.328
H -2.131 -1.209 -3.634  0.397
H -4.018 -1.448 -2.464  0.235
C 0.095 -0.993 -0.266  -0.987
C 0.253 0.002 0.864  -0.369
O -0.683 1.086 0.707  1.885
H -0.894 -1.457 -0.200  0.098
H 0.770 -1.838 -0.088  0.413
H 0.264 -0.599 -1.265  -0.210
H 1.253 0.433 0.866  -0.005
H 0.016 -0.498 1.806  0.743
H -1.606 0.766 0.623  -0.424
C 2.488 -0.105 -3.553  -1.008
C 1.659 0.715 -4.550  0.856
C 1.471 -0.014 -5.859  -1.550
O 0.390 0.999 -3.983  -0.353
H 2.643 0.352 -2.576  0.135
H 3.474 -0.304 -3.991  0.468
H 2.032 -1.085 -3.382  0.117
H 2.186 1.663 -4.752  0.175
H 2.471 -0.251 -6.236  0.404
H 1.015 0.592 -6.642  0.383
H 0.879 -0.917 -5.708  0.313
H 0.524 1.437 -3.118  0.213
C 4.969 2.176 1.950  -1.488
C 4.863 1.313 0.678  1.982
C 5.844 1.737 -0.379  -1.586
O 5.029 -0.059 1.003  -0.638
H 4.905 3.245 1.728  0.372
H 5.966 1.991 2.357  0.382
H 4.142 1.989 2.634  0.255
H 3.821 1.464 0.356  -0.834
H 5.771 1.177 -1.312  0.338
H 6.848 1.572 0.021  0.425
H 5.683 2.787 -0.624  0.370
H 4.308 -0.265 1.632  0.362
C 0.577 -4.569 -1.984  -0.914
C -0.190 -5.874 -1.789  0.527
C -1.425 -5.733 -0.906  -0.974
O -0.548 -6.308 -3.101  -0.545
H 1.528 -4.779 -2.470  0.377
H 0.747 -4.163 -0.982  0.140
H 0.043 -3.782 -2.518  0.214
H 0.475 -6.614 -1.333  0.150
H -1.829 -6.734 -0.735  0.378
H -2.212 -5.071 -1.274  0.272
H -1.202 -5.318 0.082  0.050
H -0.948 -7.183 -3.053  0.315
C -5.191 -1.181 1.118  -1.348
C -4.547 0.191 1.213  0.811
C -4.356 0.657 2.638  -1.327
O -3.276 0.203 0.554  -0.391
H -4.620 -2.031 1.488  0.145
H -5.418 -1.362 0.062  0.344
H -6.152 -1.175 1.640  0.450
H -5.164 0.926 0.676  0.225
H -3.823 1.609 2.656  0.203
H -3.699 -0.052 3.151  0.224
H -5.320 0.715 3.138  0.451
H -3.414 -0.182 -0.341  -0.174

Values from the calculation:
**2S+1**: 1
**Gap between HOMO and LUMO**: 9.981 eV
**F_max**: 0.033 hartree/bohr
**HOMO level**: -9.46 eV
**Total energy**: -1862.5934 hartree
**Energy above the lowest of the compared OMol25 structures with the same formula, charge and spin**: 0.0 kJ/mol
**SMILES**: CC(C)O.CC(C)O.CC(C)O.CC(C)O.CCO.CCO.CCO.CCO.CCO.CCO.CCO
**Charge**: 0
**E_LUMO**: 0.521 eV

[4]
A molecular structure, C26H77HgO17S in a non-equilibrium geometry, computed with wB97M-V/def2-TZVPD.

Last column: Mulliken charge in e.
Positions of all 122 atoms, in Å:
Hg -1.200 0.612 -3.453  2.322
C -0.219 -0.726 0.782  0.139
C -0.262 0.175 -0.433  1.185
O -1.457 0.269 -1.094  -1.107
H -0.290 -1.772 0.487  -0.261
H -1.070 -0.632 1.456  -0.795
H 0.693 -0.580 1.361  0.261
H 0.552 -0.122 -1.094  -0.426
H -0.076 1.210 -0.144  -0.426
S 1.041 0.942 -5.158  1.771
O 1.710 2.139 -5.646  -0.943
O 1.007 0.761 -3.709  -0.743
O -0.394 0.972 -5.443  -0.878
O 1.811 -0.045 -5.891  -0.850
C 1.144 3.464 2.005  0.352
C 1.144 4.887 2.609  -0.604
O 1.683 4.854 3.917  -0.557
H 2.128 2.999 2.066  -0.074
H 0.865 3.516 0.953  -0.263
H 0.428 2.849 2.551  0.235
H 0.162 5.360 2.631  0.358
H 1.764 5.571 2.029  0.219
H 0.983 5.161 4.498  0.325
C -1.854 -3.654 2.468  -0.175
C -1.867 -4.550 1.213  0.349
O -3.195 -4.549 0.704  -0.671
H -2.422 -4.096 3.287  0.375
H -2.124 -2.629 2.210  -0.230
H -0.819 -3.559 2.797  -0.055
H -1.607 -5.572 1.491  0.426
H -1.186 -4.279 0.406  -0.403
H -3.278 -3.700 0.264  0.298
C 2.696 4.196 -1.171  -1.344
C 2.518 3.059 -2.170  1.120
O 2.102 3.664 -3.390  -0.660
H 3.148 3.897 -0.225  0.137
H 1.846 4.874 -1.093  0.269
H 3.472 4.863 -1.546  0.479
H 1.750 2.402 -1.760  -0.567
H 3.397 2.419 -2.245  0.347
H 2.012 2.930 -4.002  0.244
C 3.709 0.835 0.681  0.428
C 4.615 1.429 1.708  -0.695
O 4.964 2.765 1.309  -0.539
H 4.054 0.841 -0.353  0.201
H 2.742 1.337 0.665  -0.500
H 3.410 -0.192 0.893  0.065
H 5.493 0.817 1.909  0.393
H 4.154 1.424 2.696  0.291
H 5.044 3.274 2.119  0.315
C 2.270 -2.246 3.418  -0.265
C 3.505 -2.380 4.334  -0.692
O 4.358 -1.209 4.323  -0.494
H 1.693 -3.159 3.561  0.284
H 2.330 -2.221 2.329  -0.279
H 1.642 -1.416 3.741  0.464
H 4.124 -3.222 4.027  0.337
H 3.208 -2.637 5.351  0.321
H 3.838 -0.532 4.762  0.295
C 4.658 -2.023 -2.347  -1.637
C 3.334 -1.494 -2.771  0.862
O 3.392 -0.073 -2.912  -0.470
H 4.735 -3.103 -2.471  0.429
H 4.952 -1.893 -1.305  0.294
H 5.430 -1.656 -3.023  0.424
H 2.532 -1.721 -2.069  -0.390
H 3.119 -1.888 -3.764  0.339
H 2.500 0.209 -3.129  0.123
C -0.554 -3.547 -2.524  -0.653
C -1.643 -2.855 -3.412  -0.450
O -1.090 -1.672 -3.922  -0.499
H -0.384 -2.999 -1.597  -0.233
H 0.389 -3.729 -3.039  0.589
H -0.995 -4.510 -2.264  0.430
H -2.496 -2.678 -2.757  0.080
H -1.924 -3.439 -4.288  0.361
H -0.377 -2.003 -4.475  0.201
C -3.576 0.333 3.839  -0.600
C -5.025 0.780 3.498  0.162
O -5.796 0.886 4.642  -0.557
H -3.151 -0.114 2.941  -0.140
H -3.469 -0.287 4.728  0.417
H -2.882 1.141 4.069  0.298
H -5.538 0.061 2.860  0.224
H -5.118 1.709 2.935  -0.140
H -6.559 1.377 4.331  0.327
C 2.419 -3.995 0.098  0.177
C 2.238 -5.408 -0.396  -0.477
O 1.695 -6.230 0.633  -0.555
H 2.978 -3.995 1.034  0.430
H 1.446 -3.521 0.227  -0.238
H 2.961 -3.353 -0.597  -0.182
H 3.194 -5.752 -0.793  0.399
H 1.533 -5.368 -1.226  0.205
H 1.448 -7.062 0.223  0.312
C -2.542 4.806 -2.932  -1.550
C -1.411 3.828 -2.552  0.593
O -1.329 2.876 -3.583  -0.458
H -2.575 5.679 -2.281  0.372
H -3.530 4.348 -2.879  0.341
H -2.508 5.105 -3.979  0.463
H -1.539 3.291 -1.613  -0.046
H -0.548 4.494 -2.536  0.067
H -1.032 3.405 -4.326  0.263
C -3.522 3.994 1.469  -1.513
C -2.636 2.791 1.119  1.220
O -3.310 1.902 0.223  -0.598
H -4.493 3.652 1.826  0.274
H -3.581 4.600 0.565  0.323
H -3.010 4.626 2.194  0.352
H -2.405 2.191 2.000  -0.198
H -1.667 3.085 0.715  -0.231
H -2.676 1.272 -0.128  0.069
C -5.471 -2.536 -0.410  -1.670
C -4.430 -1.436 -0.494  0.320
O -3.123 -1.969 -0.353  0.816
H -6.386 -2.125 -0.836  0.402
H -5.731 -2.899 0.584  0.374
H -5.222 -3.415 -1.004  0.339
H -4.558 -0.634 0.233  0.100
H -4.481 -0.925 -1.455  0.261
H -2.547 -1.223 -0.537  -0.656

Values from the calculation:
**2S+1**: 1
**Gap between HOMO and LUMO**: 7.289 eV
**F_max**: 0.125 hartree/bohr
**HOMO level**: -5.47 eV
**Total energy**: -2867.3833 hartree
**Energy above the lowest of the compared OMol25 structures with the same formula, charge and spin**: 176.9 kJ/mol
**Charge**: -1
**E_LUMO**: 1.817 eV